20
Properties=species:S:1:pos:R:3:forces:R:3:mulliken_charge:R:1 method="wB97M-V/def2-TZVPD" orbital_gap_ev=8.741 energy_ev=-11520.27938 relative_energy_ev=2.487 e_homo_ev=-8.08
H -1.40745 1.20672 1.03563 -1.03 -0.61 -0.62 0.297
O -2.07640 1.65319 0.46543 1.74 0.93 1.23 -0.610
H -1.43069 -1.94421 3.22952 -0.10 0.58 -0.07 0.329
H -1.91479 -1.71090 0.99667 -0.04 -0.20 -0.90 0.333
C -0.34145 -0.58713 -1.08992 0.74 1.63 -1.18 -0.300
H 0.22909 -2.03959 2.86564 0.31 0.06 -0.16 0.270
H -1.62847 2.52158 0.54836 -0.96 -0.04 -0.62 0.329
O 0.14722 0.40946 -3.19424 0.55 0.45 0.58 -0.485
H -0.88890 -1.27018 -1.71614 -0.62 -0.65 0.59 0.194
H 0.86472 1.14059 -1.38983 0.14 0.22 -0.25 0.394
C 0.26872 0.35758 -1.83245 -0.65 -0.88 0.17 0.130
H -0.36149 -0.36052 -3.45151 -0.21 -0.16 -0.28 0.294
H 0.73574 -0.13576 0.67231 -0.26 0.14 0.36 0.380
C -0.64218 -1.41101 2.68721 0.30 -0.03 -0.04 -1.009
H -0.42494 -0.42270 3.10686 -0.19 -0.26 0.31 0.259
H 3.09124 0.06813 0.27724 0.41 0.53 0.94 0.335
O 3.28024 0.87516 0.79980 -0.46 0.00 -1.02 -0.647
C -0.20553 -0.58477 0.35035 0.21 -1.50 0.00 -0.793
H 3.59093 0.67128 1.68026 0.03 -0.57 0.04 0.310
C -0.95316 -1.27842 1.21400 0.11 0.34 0.92 -0.011